{"formula": "C2H7ClS", "method": "ωB97M-V/def2-TZVPD", "e_above_lowest_kcal_mol": 76.0, "homo_lumo_gap_ev": 9.086, "e_tot_ha": -938.6443, "multiplicity": 1, "charge": 0, "species": ["Cl", "S", "C", "C", "H", "H", "H", "H", "H", "H", "H"], "positions_angstrom": [[0.119, 1.056, 0.000], [-1.671, -0.451, -0.113], [2.356, -0.521, -0.023], [0.844, -0.583, 0.058], [-1.421, 0.672, 0.572], [0.508, -1.040, 0.990], [2.769, -1.535, 0.014], [-2.206, -1.063, 0.950], [2.681, -0.049, -0.955], [2.770, 0.049, 0.812], [0.419, -1.145, -0.782]], "lowdin_charge": [0.5156, 0.4696, -0.1667, -0.6894, -0.2570, 0.0622, 0.0772, -0.1793, 0.0701, 0.0681, 0.0296]}